(1)
A structure of composition C10H10Cl2O4Ti at a distorted geometry, computed with ωB97M-V/def2-TZVPD.

## Properties
**Orbital gap (spin up / spin down)**: 6.411 / 6.415 eV
**E**: -66874.95854 eV

The geometry in ORCA input format:
```
! wB97M-V def2-TZVPD RIJCOSX def2/J DEFGRID3
* xyz 0 1
C -0.7323 1.2607 -0.5298
C -0.5280 1.1064 -1.9022
C 0.8795 1.0473 -2.1938
H -1.3061 1.0922 -2.6641
C 1.6047 1.1446 -1.0232
C 0.6552 1.2159 0.1179
H 0.9824 2.4127 0.8735
H -1.5541 1.7566 -0.0097
H 1.2928 0.9787 -3.2003
H 2.6816 1.2080 -0.8871
Ti -0.5879 -0.8683 0.6199
Cl -2.5862 -0.5699 1.5488
C -0.4643 -3.0320 1.0320
C 0.8390 -2.5439 0.6484
C 0.7484 -2.0574 -0.7044
H 1.7421 -2.6033 1.2510
C -0.6177 -2.1881 -1.1370
C -1.3558 -2.8359 -0.0803
H -2.3894 -3.1711 -0.1407
H -0.6912 -3.5502 1.9625
H 1.5815 -1.7042 -1.3034
H -1.0070 -1.9194 -2.1148
O -1.2284 3.5595 1.5032
Cl -0.0364 3.7382 2.3353
O 1.2729 3.3145 1.3417
O 0.0211 2.8303 3.4746
O 0.7834 0.3782 1.1820
*
```

Okay, here come the natural (NBO) numbers, in e, for every atom:
1 C -0.398
2 C -0.216
3 C -0.290
4 H 0.222
5 C -0.222
6 C 0.001
7 H 0.451
8 H 0.294
9 H 0.222
10 H 0.227
11 Ti 1.269
12 Cl -0.282
13 C -0.292
14 C -0.316
15 C -0.263
16 H 0.269
17 C -0.330
18 C -0.265
19 H 0.269
20 H 0.269
21 H 0.276
22 H 0.271
23 O -0.801
24 Cl 1.807
25 O -0.777
26 O -0.774
27 O -0.620

***

(2)
A cluster of 2 separate species, C4H3NO in total at a distorted geometry, computed with ωB97M-V/def2-TZVPD.

## Properties
**Orbital gap**: 9.257 eV
**E**: -7728.63149 eV

The geometry in ORCA input format:
```
! wB97M-V def2-TZVPD RIJCOSX def2/J DEFGRID3
* xyz 0 1
O -1.2209 1.2457 -0.5201
C -0.5226 0.1193 -0.4821
C 0.8977 0.2329 -0.3212
C 2.0902 0.3312 -0.1742
C -1.2233 -1.3841 0.9027
N -1.5603 -2.1617 1.7072
H -0.7100 1.9942 -0.1620
H -1.0005 -0.7668 -0.8268
H 3.1494 0.3697 -0.0201
*
```

Okay, here come the natural (NBO) numbers, in e, for every atom:
1 O -0.601
2 C 0.257
3 C -0.156
4 C -0.079
5 C -0.007
6 N -0.445
7 H 0.503
8 H 0.278
9 H 0.252

***

(3)
A cluster of 2 separate species, C3H10NO in total at a distorted geometry, computed with ωB97M-V/def2-TZVPD.

## Properties
**Orbital gap**: 11.177 eV
**E**: -6803.82856 eV

The geometry in ORCA input format:
```
! wB97M-V def2-TZVPD RIJCOSX def2/J DEFGRID3
* xyz 1 1
C -1.3519 -2.1812 -0.1641
C -0.8099 -0.8915 -0.6924
C -0.4420 0.1389 0.0484
N 0.0682 1.3768 -0.5557
H -1.2992 -2.9834 -0.8880
H -0.8583 -2.4223 0.7709
H -2.4017 -2.0379 0.0305
H -0.6898 -0.8390 -1.7778
H -0.3699 0.0244 1.1251
H 0.9666 1.6251 -0.0891
H 0.2518 1.3300 -1.5613
H -0.6343 2.1053 -0.3904
H 2.8222 0.8866 1.4547
H 2.6141 2.3386 1.4640
O 2.1342 1.5296 1.2252
*
```

Okay, here come the natural (NBO) numbers, in e, for every atom:
1 C -0.658
2 C -0.097
3 C -0.122
4 N -0.699
5 H 0.246
6 H 0.235
7 H 0.250
8 H 0.209
9 H 0.240
10 H 0.478
11 H 0.440
12 H 0.440
13 H 0.505
14 H 0.501
15 O -0.968

***

(4)
A structure of composition C28H40BN4O2SSi4Zn at a distorted geometry, computed with ωB97M-V/def2-TZVPD.

## Properties
**Orbital gap**: 4.879 eV
**E**: -131185.23808 eV

The geometry in ORCA input format:
```
! wB97M-V def2-TZVPD RIJCOSX def2/J DEFGRID3
* xyz -1 1
Zn -0.5999 -4.3967 -0.3003
S 5.7502 -0.1946 0.6893
N 5.0418 -0.7420 -0.6730
C 3.8938 -1.2869 -0.2737
C 2.8606 -1.6692 -1.2081
C 2.9578 -1.5718 -2.6272
C 2.0433 -2.1633 -3.4340
C 0.9575 -2.8303 -2.7782
N 0.8120 -2.8729 -1.5023
C 1.7439 -2.3253 -0.7095
C 1.5616 -2.4635 0.8088
N 0.4560 -3.0650 1.2833
C 0.1354 -3.0156 2.5487
C 0.9598 -2.3687 3.4954
C 2.1634 -1.8746 3.0915
C 2.4505 -1.9056 1.6991
C 3.7043 -1.3361 1.1836
N 4.6516 -0.7068 1.8015
H 3.7548 -0.9754 -2.9896
H 2.2212 -2.0922 -4.4872
H 0.1300 -3.2595 -3.3679
H -0.8145 -3.4994 2.7970
H 0.6758 -2.4409 4.5675
H 2.8724 -1.4994 3.8371
C -1.0321 1.0112 -2.7984
Si -0.9868 1.2178 -0.9155
C -1.5984 -0.3719 -0.0457
C -2.3322 2.3794 -0.3880
Si 1.1703 1.5818 0.0645
Si 0.3646 2.6150 1.9719
C -0.5533 4.3007 1.9377
C 1.8894 3.1075 3.1853
C -0.8348 1.5273 3.0774
Si 2.1167 3.3299 -1.0438
C 0.8183 4.5410 -1.8726
C 3.1971 4.2718 0.1527
C 3.1661 2.8165 -2.5398
H -1.2658 -0.0178 -3.0702
H -0.0841 1.3157 -3.2375
H -1.7864 1.5741 -3.3905
H -2.6028 -0.6454 -0.3745
H -1.6561 -0.3096 1.0390
H -0.9118 -1.1761 -0.2160
H -3.1973 2.1604 -0.9891
H -2.1765 3.4592 -0.4458
H -2.4830 2.2512 0.7033
H -0.9942 4.5798 2.9261
H -1.4447 4.3537 1.2431
H 0.1326 5.1638 1.6783
H 1.6490 2.6954 4.1475
H 2.0011 4.1690 3.2306
H 2.8204 2.6109 2.9211
H -1.7801 1.3369 2.5800
H -0.9836 2.0186 4.0582
H -0.3543 0.5922 3.3031
H 0.3544 5.0914 -1.1453
H 0.1198 4.0111 -2.4962
H 1.3037 5.2933 -2.5451
H 2.9057 4.2515 1.2789
H 3.2250 5.3037 -0.1489
H 4.1921 3.8923 0.1110
H 2.6069 2.4138 -3.3922
H 3.8836 1.9737 -2.3221
H 3.6505 3.6869 -2.9300
C 0.7832 -5.8429 -0.4058
H 0.8395 -6.0852 0.6595
H 1.7527 -5.4238 -0.7326
H 0.3648 -6.6687 -1.0327
O -3.4375 -3.7480 0.6334
B -2.5769 -3.7914 -0.4832
O -3.1522 -3.1355 -1.5683
C -4.3379 -2.5860 -1.1269
C -5.1927 -1.7360 -1.7966
C -6.3044 -1.3643 -1.0060
C -6.4767 -1.6881 0.3526
C -5.5919 -2.5430 0.9480
C -4.5103 -2.9850 0.2580
H -5.0594 -1.3379 -2.7776
H -6.9976 -0.6853 -1.4732
H -7.3867 -1.3541 0.8099
H -5.6079 -2.8469 1.9874
*
```

Okay, here come the Mulliken numbers, in e, for every atom:
1 Zn 0.057
2 S 0.081
3 N -0.678
4 C 0.960
5 C 0.922
6 C -0.680
7 C -0.836
8 C -0.798
9 N 0.231
10 C -0.028
11 C -0.318
12 N 0.191
13 C -0.674
14 C -0.677
15 C -0.812
16 C 1.069
17 C 0.358
18 N -0.685
19 H 0.495
20 H 0.436
21 H 0.436
22 H 0.497
23 H 0.374
24 H 0.452
25 C -1.224
26 Si 0.265
27 C 0.244
28 C -1.459
29 Si 0.816
30 Si 0.385
31 C -1.166
32 C -1.706
33 C -1.175
34 Si 0.244
35 C -1.189
36 C -1.013
37 C -1.181
38 H 0.400
39 H 0.246
40 H 0.380
41 H -0.147
42 H 0.127
43 H -0.696
44 H 0.425
45 H 0.306
46 H 0.310
47 H 0.353
48 H 0.224
49 H 0.287
50 H 0.437
51 H 0.471
52 H 0.371
53 H 0.357
54 H 0.377
55 H 0.162
56 H 0.351
57 H 0.270
58 H 0.357
59 H 0.084
60 H 0.336
61 H 0.353
62 H 0.325
63 H 0.211
64 H 0.399
65 C -1.159
66 H 0.257
67 H 0.212
68 H 0.297
69 O -0.662
70 B 0.983
71 O -0.666
72 C 0.673
73 C -0.895
74 C -0.378
75 C -0.689
76 C -0.514
77 C 0.636
78 H 0.478
79 H 0.334
80 H 0.408
81 H 0.390

***

(5)
A structure of composition C57H58AsClGe2O3PdS8, computed with ωB97M-V/def2-TZVPD.

## Properties
**Orbital gap**: 5.750 eV
**E**: -342759.93892 eV

The geometry in ORCA input format:
```
! wB97M-V def2-TZVPD RIJCOSX def2/J DEFGRID3
* xyz -2 1
Pd 1.6740 1.3151 -0.3458
S 5.5611 -1.3079 -0.9970
As 4.9787 0.0421 0.4909
S 3.8131 1.8468 -0.1530
S 3.3963 -1.2294 1.6608
S 6.3614 0.7704 1.8835
C -1.6721 -7.7644 0.3283
C -1.6961 -6.3424 0.8240
C -2.7074 -5.4704 0.4506
C -2.7626 -4.1666 0.9308
C -3.8421 -3.2320 0.4540
C -1.7972 -3.7349 1.8431
C -0.7261 -4.5740 2.1791
C 0.3922 -4.1110 3.0730
C -0.6958 -5.8639 1.6606
C -2.0530 -2.4898 2.6368
C -3.0751 -2.6516 3.5736
C -3.4082 -1.6422 4.4542
C -2.6703 -0.4751 4.4314
C -1.6181 -0.2950 3.5325
C -1.3268 -1.2917 2.5750
Ge 0.0541 -0.9247 1.1858
S 1.8404 0.0580 2.1011
S 0.5935 -2.5417 -0.2346
Ge 0.4689 -0.8689 -1.8399
S 2.2842 0.1546 -2.2583
S -0.7498 0.4841 -0.4364
C -0.3802 -1.4363 -3.5440
C -1.0646 -0.4592 -4.2732
C -1.4469 -0.7050 -5.5875
C -1.1595 -1.9180 -6.1923
C -0.4820 -2.8934 -5.4784
C -0.0807 -2.6626 -4.1640
C 0.6835 -3.7369 -3.4590
C -0.0203 -4.6771 -2.7071
C -1.5170 -4.6027 -2.5833
C 0.6850 -5.6370 -1.9901
C 2.0685 -5.6784 -2.0043
C 2.8242 -6.6726 -1.1657
C 2.7516 -4.7638 -2.7977
C 2.0855 -3.8020 -3.5441
C 2.8714 -2.8627 -4.4136
C -1.4348 0.8460 -3.6492
C -2.5865 0.9464 -2.8674
C -3.4989 -0.2256 -2.6100
C -2.8996 2.1706 -2.2815
C -2.0934 3.2825 -2.4497
C -2.4140 4.5923 -1.7837
C -0.9619 3.1656 -3.2490
C -0.6222 1.9706 -3.8606
C 0.6097 1.8926 -4.7198
C -0.8489 0.9714 3.7433
C -1.1727 2.1543 3.0859
C -2.2115 2.2236 2.0001
C -0.4663 3.3156 3.4038
C 0.5468 3.3170 4.3402
C 1.3892 4.5418 4.5624
C 0.8255 2.1316 5.0199
C 0.1457 0.9628 4.7403
C 0.5093 -0.3098 5.4534
H -2.5260 -7.9688 -0.3188
H -1.7045 -8.4702 1.1614
H -0.7651 -7.9780 -0.2409
H -3.4668 -5.8038 -0.2502
H -4.4095 -3.6856 -0.3594
H -3.4073 -2.2991 0.0867
H -4.5369 -2.9634 1.2524
H 0.0536 -3.3938 3.8203
H 1.1793 -3.6260 2.4863
H 0.8499 -4.9553 3.5904
H 0.1295 -6.5160 1.9320
H -3.6019 -3.5988 3.5985
H -4.2121 -1.7748 5.1682
H -2.8755 0.3233 5.1351
H -1.9799 0.0699 -6.1272
H -1.4591 -2.0996 -7.2180
H -0.2377 -3.8452 -5.9364
H -1.9770 -4.1274 -3.4485
H -1.7823 -4.0151 -1.7008
H -1.9501 -5.5976 -2.4598
H 0.1366 -6.3343 -1.3675
H 2.1411 -7.2895 -0.5793
H 3.4967 -6.1616 -0.4740
H 3.4339 -7.3356 -1.7841
H 3.8360 -4.7815 -2.8223
H 3.9333 -3.0997 -4.3704
H 2.7697 -1.8315 -4.0877
H 2.5373 -2.9140 -5.4541
H -3.2377 -1.0965 -3.2088
H -4.5344 0.0435 -2.8311
H -3.4468 -0.5197 -1.5584
H -3.7774 2.2361 -1.6445
H -3.0338 4.4463 -0.8976
H -2.9531 5.2601 -2.4616
H -1.4961 5.0939 -1.4777
H -0.2916 4.0121 -3.3444
H 1.2807 2.7189 -4.4876
H 0.3490 1.9450 -5.7810
H 1.1572 0.9654 -4.5481
H -2.8177 1.3189 1.9375
H -1.7121 2.3664 1.0402
H -2.8800 3.0730 2.1614
H -0.6749 4.2221 2.8486
H 0.8922 5.4296 4.1707
H 2.3423 4.4388 4.0388
H 1.6034 4.6964 5.6222
H 1.6327 2.1105 5.7454
H 1.3372 -0.1366 6.1408
H 0.8271 -1.0738 4.7384
H -0.3326 -0.7158 6.0195
C 1.7226 7.8958 3.2166
C 2.4802 7.7004 1.9360
C 3.6175 8.4381 1.6513
C 4.2943 8.2457 0.4577
Cl 5.7240 9.2014 0.1271
C 3.8609 7.3162 -0.4633
C 2.7211 6.5674 -0.1964
C 2.0299 6.7639 0.9943
O 0.9053 6.0873 1.3453
C 0.1834 5.4136 0.3085
C 0.7808 4.0616 -0.1451
O 0.9973 3.2385 0.7880
O 0.9615 3.9003 -1.3616
H 2.2111 8.6440 3.8413
H 1.6534 6.9632 3.7792
H 0.6978 8.2177 3.0203
H 3.9806 9.1673 2.3648
H 4.4115 7.1554 -1.3798
H 2.3956 5.8217 -0.9097
H 0.0801 6.0818 -0.5512
H -0.7985 5.2214 0.7440
*
```

Mulliken population analysis, charges in e, atoms 1 to 99:
1 Pd 0.909
2 S -0.512
3 As 0.279
4 S -0.516
5 S -0.115
6 S -0.548
7 C -1.474
8 C 0.591
9 C -0.857
10 C 0.183
11 C -1.720
12 C 1.281
13 C 1.155
14 C -1.691
15 C -0.817
16 C -0.566
17 C -0.315
18 C -1.223
19 C 0.072
20 C -0.362
21 C 0.566
22 Ge -0.544
23 S -0.245
24 S 0.941
25 Ge 1.187
26 S -0.775
27 S -1.170
28 C -0.206
29 C -0.607
30 C 0.076
31 C -0.992
32 C 0.150
33 C -0.763
34 C 0.281
35 C 0.726
36 C -1.407
37 C -0.336
38 C 0.584
39 C -1.698
40 C -0.895
41 C 1.350
42 C -1.503
43 C -0.013
44 C 0.803
45 C -1.494
46 C -0.635
47 C 1.189
48 C -1.234
49 C -1.117
50 C 1.961
51 C -1.872
52 C 1.002
53 C 0.685
54 C -1.210
55 C -0.235
56 C 0.607
57 C -1.540
58 C -1.259
59 C 1.211
60 C -1.546
61 H 0.326
62 H 0.414
63 H 0.298
64 H 0.235
65 H 0.428
66 H 0.058
67 H 0.513
68 H 0.279
69 H 0.261
70 H 0.535
71 H 0.375
72 H 0.518
73 H 0.371
74 H 0.472
75 H 0.474
76 H 0.379
77 H 0.459
78 H 0.425
79 H -0.121
80 H 0.586
81 H 0.094
82 H 0.304
83 H 0.367
84 H 0.398
85 H 0.359
86 H 0.450
87 H 0.153
88 H 0.285
89 H 0.331
90 H 0.549
91 H -0.117
92 H 0.304
93 H 0.266
94 H 0.456
95 H -0.113
96 H 0.149
97 H 0.289
98 H 0.337
99 H 0.299

***

(6)
A structure of composition C14H17IN6O3STi at a distorted geometry, computed with ωB97M-V/def2-TZVPD.

## Properties
**Orbital gap (spin up / spin down)**: 5.891 / 7.992 eV
**E**: -71916.96978 eV

The geometry in ORCA input format:
```
! wB97M-V def2-TZVPD RIJCOSX def2/J DEFGRID3
* xyz 2 3
Ti 0.0626 -0.1966 0.2664
N 3.0507 -2.2775 -1.3895
C 2.6834 -3.3805 -0.6355
C 3.2915 -4.6133 -0.4346
C 2.6214 -5.5047 0.3766
C 1.3859 -5.1834 0.9603
C 0.7927 -3.9537 0.7673
C 1.4680 -3.0353 -0.0336
N 1.1265 -1.7406 -0.4226
C 2.1037 -1.3368 -1.2347
C 2.0185 -0.0245 -1.8453
C 2.8474 0.6047 -2.7202
S 2.2355 2.1508 -3.0967
C 0.9145 1.8755 -2.0617
N 0.9017 0.7076 -1.4748
H 3.8697 -2.2092 -1.9719
H 4.2390 -4.8636 -0.8923
H 3.0531 -6.4788 0.5596
H 0.8877 -5.9289 1.5650
H -0.1708 -3.7075 1.1913
H 3.7658 0.2427 -3.1542
H 0.1572 2.6308 -1.9169
C -2.9771 4.0132 0.2888
O -1.6658 3.4431 0.4965
C -1.4389 2.1739 0.3462
O -0.3313 1.7105 0.6692
N -2.3767 1.3880 -0.2395
N -2.1144 0.0016 -0.2713
H -2.8643 5.0669 0.5145
H -3.6899 3.5674 0.9826
H -3.2995 3.8935 -0.7454
H -3.3328 1.7013 -0.3123
H -2.3461 -0.3581 -1.1907
H -2.6842 -0.4762 0.4234
N -0.5793 -1.8770 3.9177
C -0.3344 -0.8363 3.1258
O -0.2434 -0.9985 1.8712
C -0.3391 0.5184 3.7086
I -2.4503 1.1879 3.6412
H -0.6637 -2.8033 3.5318
H -0.6542 -1.7738 4.9161
H 0.2093 1.2436 3.1200
H -0.0933 0.5609 4.7632
*
```

Okay, here come the natural (NBO) numbers, in e, for every atom:
1 Ti 1.222
2 N -0.494
3 C 0.168
4 C -0.230
5 C -0.172
6 C -0.191
7 C -0.210
8 C 0.086
9 N -0.564
10 C 0.396
11 C 0.046
12 C -0.385
13 S 0.593
14 C -0.108
15 N -0.509
16 H 0.442
17 H 0.243
18 H 0.243
19 H 0.236
20 H 0.213
21 H 0.270
22 H 0.239
23 C -0.281
24 O -0.443
25 C 0.935
26 O -0.671
27 N -0.475
28 N -0.635
29 H 0.248
30 H 0.202
31 H 0.200
32 H 0.418
33 H 0.408
34 H 0.397
35 N -0.735
36 C 0.635
37 O -0.678
38 C -0.573
39 I 0.125
40 H 0.427
41 H 0.428
42 H 0.267
43 H 0.263